# 1
Formula: C2H2F2O3
Source: OMol25
Level of theory: the ωB97M-V functional and the def2-TZVPD basis

Properties
DFT total energy ... -502.87162 Ha
Energy relative to the best compared isomer or geometry (same formula, charge and spin) ... 12.4 kcal per mole
Max |F| ... 0.067 Eh/bohr
SMILES ... O=C(F)C(O)(O)F
Orbital gap ... 0.4533 Ha

Geometry (Å):
O1 0.778458 -1.715139 1.226401
C1 0.376002 -1.229501 0.269640
F1 0.333113 -1.870201 -0.926344
C2 -0.133281 0.230827 0.045452
O2 -1.467515 0.202172 0.009571
O3 0.421424 0.928526 -0.994401
F2 0.401085 0.942213 1.177520
H1 -1.816951 1.057834 -0.212344
H2 1.107665 1.453269 -0.595495

Forces on the atoms, in the same order (eV/Å):
O 0.79 -1.09 2.22
C -0.81 1.44 -3.04
F -0.09 0.04 0.30
C 1.22 0.75 1.26
O 0.01 -0.93 0.43
O -0.67 -0.82 -0.72
F -0.94 -0.66 -0.20
H -0.18 0.82 -0.30
H 0.65 0.44 0.05

# 2
Formula: C2H2F2OS
Source: OMol25
Level of theory: the ωB97M-V functional and the def2-TZVPD basis

Properties
DFT total energy ... -750.49084 Ha
Energy relative to the best compared isomer or geometry (same formula, charge and spin) ... 40.7 kcal per mole
Max |F| ... 0.053 Eh/bohr
Orbital gap ... 0.3400 Ha

Geometry (Å):
C1 -0.566098 -0.013932 -0.015753
C2 0.964638 0.598376 0.166439
O1 -2.359482 -1.749200 -0.328897
F1 1.204057 1.646978 -0.571463
F2 1.954092 -0.301922 -0.209603
S1 -0.961860 -1.621140 0.099040
H1 -1.486510 0.578737 -0.359160
H2 1.251164 0.862103 1.219396

Forces on the atoms, in the same order (eV/Å):
C 1.12 -0.23 -0.31
C -0.62 -2.06 1.66
O -0.03 -0.54 0.25
F -0.68 1.58 -1.20
F -1.11 -0.37 0.16
S 0.40 2.37 -0.44
H 1.80 -0.41 0.54
H -0.87 -0.33 -0.67

# 3
Formula: C2H2F2Si
Source: OMol25
Level of theory: the ωB97M-V functional and the def2-TZVPD basis

Properties
DFT total energy ... -566.57813 Ha
Energy relative to the best compared isomer or geometry (same formula, charge and spin) ... 70.4 kcal per mole
Max |F| ... 0.027 Eh/bohr
Orbital gap ... 0.3218 Ha

Geometry (Å):
C1 -0.044174 -0.194881 -0.632106
C2 -0.882410 -1.068033 -0.645840
F1 -0.327720 2.515710 1.995380
F2 2.005176 1.504209 -0.034269
Si1 1.298107 0.876717 -1.400076
H1 0.428960 2.906428 1.600345
H2 -1.846309 -1.406702 -0.386832

Forces on the atoms, in the same order (eV/Å):
C 1.23 0.17 -0.63
C -0.55 1.09 0.56
F 0.60 0.38 -0.36
F -0.54 -0.31 -0.74
Si 0.19 0.12 0.95
H -0.55 -0.44 0.33
H -0.38 -1.01 -0.12

> Among the records above, which one has the highest orbital gap?

C2H2F2O3

> The lowest max |F| belongs to which entry?

C2H2F2Si

> Among the records above, which one has the highest max |F|?

C2H2F2O3